{
  "formula": "C5H13N3",
  "method": "ωB97M-V with the def2-TZVPD basis set",
  "elements": ["C", "N", "C", "N", "N", "H", "H", "H", "H", "H", "H", "H", "C", "C", "C", "H", "H", "H", "H", "H", "H"],
  "xyz": [[-0.04, -1.90, 0.63], [0.09, -0.48, -2.15], [0.44, -0.48, 0.73], [1.27, 0.38, -2.28], [1.61, -0.14, 1.07], [-0.11, -0.81, -3.10], [2.05, -0.27, -2.38], [1.40, 0.80, -1.36], [2.26, -0.91, 1.21], [-0.46, -2.05, -0.37], [0.79, -2.59, 0.78], [-0.82, -2.12, 1.37], [-0.17, 1.96, 1.28], [-0.65, 0.61, 0.84], [-1.93, 0.37, 0.56], [-0.68, 0.15, -1.87], [0.13, 1.92, 2.33], [0.71, 2.26, 0.71], [-0.93, 2.72, 1.14], [-2.66, 1.17, 0.59], [-2.30, -0.59, 0.25]],
  "mulliken_charge": [-1.509, -0.311, 0.681, -0.652, -0.659, 0.266, 0.250, 0.286, 0.243, 0.290, 0.440, 0.363, -1.258, 0.988, -1.148, 0.170, 0.273, 0.285, 0.415, 0.297, 0.289],
  "spin_multiplicity": 1,
  "e_lumo_ev": 0.85,
  "e_above_lowest_kj_mol": 210.0,
  "smiles": "[H]/N=C(\\C)C(=C)C.NN"
}

***

{
  "formula": "C5H5NOS",
  "method": "ωB97M-V with the def2-TZVPD basis set",
  "elements": ["C", "C", "C", "C", "C", "H", "H", "H", "H", "H", "N", "O", "S"],
  "xyz": [[-0.69, 0.76, -0.04], [-1.42, 1.77, 0.45], [0.93, -1.00, 0.18], [0.75, -1.25, -1.21], [0.65, -1.50, -2.41], [0.89, -0.40, 2.38], [-0.76, 0.46, -1.13], [-1.32, 1.98, 1.50], [-2.06, 2.32, -0.12], [0.45, -1.68, -3.43], [0.17, -0.04, 0.69], [0.33, 0.34, 2.05], [2.08, -1.76, 1.09]],
  "mulliken_charge": [0.132, -0.843, 0.398, -0.740, 0.264, 0.263, 0.096, 0.294, 0.311, 0.454, 0.179, -0.357, -0.450],
  "spin_multiplicity": 1,
  "e_lumo_ev": -0.50,
  "e_above_lowest_kj_mol": 439.6,
  "smiles": "C#CC(=S)N(O)C=C"
}

***

{
  "formula": "C4H8N2",
  "method": "ωB97M-V with the def2-TZVPD basis set",
  "elements": ["C", "N", "C", "C", "C", "N", "H", "H", "H", "H", "H", "H", "H", "H"],
  "xyz": [[-0.69, 0.70, 1.27], [-0.70, 1.83, 0.29], [-1.03, 0.79, -0.67], [-0.85, -0.26, 0.13], [1.40, -1.26, -1.09], [1.52, -0.61, -0.01], [-1.66, 0.72, 1.78], [0.15, 0.65, 1.96], [0.28, 2.13, 0.17], [-1.62, 0.93, -1.55], [-1.02, -1.33, 0.07], [1.17, -0.70, -2.00], [1.44, -2.35, -1.18], [1.60, -1.22, 0.81]],
  "mulliken_charge": [-0.236, -0.538, -0.513, -0.382, -0.339, -0.455, 0.195, 0.315, 0.290, 0.374, 0.495, 0.301, 0.274, 0.218],
  "spin_multiplicity": 1,
  "e_lumo_ev": 1.01,
  "e_above_lowest_kj_mol": 366.6
}

***

{
  "formula": "C13H22MoN4S7",
  "method": "ωB97M-V with the def2-TZVPD basis set",
  "elements": ["Mo", "C", "C", "N", "C", "C", "S", "C", "C", "N", "H", "H", "H", "H", "H", "H", "H", "H", "H", "H", "H", "H", "H", "H", "S", "C", "S", "C", "C", "S", "S", "S", "S", "C", "N", "C", "C", "C", "N", "H", "H", "H", "H", "H", "H", "H", "H"],
  "xyz": [[-0.82, 0.33, -0.20], [-2.40, -1.36, -2.38], [-2.26, 0.05, -2.91], [-1.02, 0.69, -2.40], [0.23, 0.42, -3.16], [0.85, -0.94, -2.87], [0.86, -1.34, -1.08], [-0.12, -2.89, -1.01], [-1.56, -2.72, -0.53], [-2.15, -1.41, -0.91], [-1.69, -2.02, -2.86], [-3.39, -1.75, -2.61], [-3.09, 0.67, -2.56], [-2.27, 0.05, -4.00], [-1.16, 1.69, -2.46], [0.94, 1.20, -2.87], [0.05, 0.51, -4.23], [1.88, -0.95, -3.21], [0.33, -1.75, -3.38], [0.41, -3.55, -0.34], [-0.06, -3.34, -2.00], [-1.61, -2.80, 0.55], [-2.17, -3.54, -0.94], [-3.04, -1.34, -0.44], [-1.85, 7.46, -0.90], [-1.61, 5.90, -0.61], [-2.90, 4.76, -0.29], [-1.92, 3.36, -0.12], [-0.54, 3.55, -0.25], [0.58, 2.26, -0.11], [-0.02, 5.15, -0.57], [-2.61, 1.83, 0.24], [-0.65, -0.68, 2.00], [0.98, -0.64, 2.63], [1.81, 0.36, 2.40], [3.14, 0.46, 3.01], [3.13, -0.26, 4.35], [2.62, -1.67, 4.16], [1.35, -1.64, 3.41], [1.44, 1.14, 1.88], [3.36, 1.52, 3.13], [3.88, 0.03, 2.34], [2.48, 0.28, 5.05], [4.13, -0.28, 4.77], [2.43, -2.16, 5.12], [3.34, -2.28, 3.61], [0.68, -2.37, 3.57]],
  "mulliken_charge": [-0.023, -0.675, -0.773, -0.026, -0.778, -0.649, -0.037, -0.637, -0.809, 0.021, 0.283, 0.426, 0.387, 0.399, 0.360, 0.390, 0.363, 0.534, 0.353, 0.476, 0.506, 0.402, 0.379, 0.252, -0.046, 0.103, 0.037, 0.289, 0.250, -0.328, 0.035, -0.185, -0.360, 0.617, 0.246, -0.591, -0.625, -0.589, -0.182, -0.071, 0.381, 0.300, 0.314, 0.353, 0.379, 0.305, 0.244],
  "spin_multiplicity": 3,
  "e_lumo_ev": [-6.92, -8.09],
  "total_charge": 2
}

***

What are the F_max values for these records? In order: 2.27 3.36 1.26 0.15 eV/Å.
What are the energy values for these records? In order: -362.5023 -721.5522 -266.5824 -3582.6630 Ha.